# 1
19
Properties=species:S:1:pos:R:3:nbo_charge:R:1 method="wB97M-V/def2-TZVPD" homo_ev=-8.12 gap_ev=8.5 smiles=NC[C@H](N)CS.O total_charge=0 e_above_lowest_ev=1.725 total_energy_ha=-704.37483
N 1.680 -2.105 -0.818 -0.840
C 1.061 -1.580 0.432 -0.220
C -0.182 -0.610 0.252 -0.068
N 0.401 0.644 -0.361 -0.919
C -0.912 -0.145 1.608 -0.489
S -1.556 1.638 1.506 -0.053
H 2.305 -1.390 -1.275 0.360
H 1.085 -2.368 -1.537 0.351
H 1.848 -0.961 0.968 0.197
H 0.758 -2.429 1.025 0.180
H -1.040 -0.915 -0.394 0.189
H 0.682 0.478 -1.297 0.381
H 1.052 1.273 0.127 0.371
H -0.274 -0.243 2.430 0.209
H -1.796 -0.867 1.612 0.212
H -2.211 1.414 0.357 0.122
O 0.912 0.374 -3.074 -0.949
H 0.330 1.203 -3.137 0.484
H 0.494 -0.164 -3.875 0.482

***

# 2
19
Properties=species:S:1:pos:R:3:nbo_charge:R:1 method="wB97M-V/def2-TZVPD" homo_ev=-9.17 gap_ev=10.1 smiles=NC[C@H](N)CS.O total_charge=0 e_above_lowest_ev=0.499 total_energy_ha=-704.41990
N 1.141 -1.084 1.262 -0.885
C 0.060 -1.286 0.333 -0.218
C -0.427 0.007 -0.363 -0.072
N -0.984 0.875 0.627 -0.837
C -1.406 -0.318 -1.497 -0.492
S -1.716 1.150 -2.599 -0.074
H 1.679 -1.926 1.350 0.378
H 0.997 -0.654 2.190 0.388
H 0.308 -2.128 -0.371 0.199
H -0.869 -1.629 0.831 0.173
H 0.496 0.381 -0.945 0.162
H -1.273 1.754 0.214 0.363
H -0.199 1.162 1.218 0.372
H -0.926 -0.919 -2.274 0.224
H -2.291 -0.895 -1.216 0.223
H -2.537 1.993 -1.920 0.123
O 2.566 1.328 1.367 -0.994
H 2.386 0.393 1.146 0.495
H 2.996 1.797 0.648 0.472

***

# 3
19
Properties=species:S:1:pos:R:3:nbo_charge:R:1 method="wB97M-V/def2-TZVPD" homo_ev=-8.66 gap_ev=9.3 smiles=NC[C@@H](N)CS.O total_charge=0 e_above_lowest_ev=1.751 total_energy_ha=-704.37389
N 0.068 0.204 -1.695 -0.886
C 0.822 -0.125 -0.502 -0.201
C 0.028 -0.440 0.797 -0.095
N -0.686 -1.635 0.776 -0.831
C 1.020 -0.581 1.948 -0.440
S 0.106 -1.110 3.593 -0.127
H 0.183 -0.136 -2.643 0.389
H -0.426 1.169 -1.752 0.377
H 1.383 -1.093 -0.614 0.182
H 1.724 0.511 -0.234 0.169
H -0.550 0.459 0.928 0.195
H -1.422 -1.681 1.515 0.378
H -0.080 -2.420 0.791 0.356
H 1.779 -1.278 1.823 0.198
H 1.468 0.449 2.206 0.209
H 1.157 -1.542 4.268 0.126
O -2.473 2.846 -3.502 -0.935
H -2.142 3.781 -3.348 0.468
H -1.959 2.622 -4.356 0.468

***

# 4
19
Properties=species:S:1:pos:R:3:nbo_charge:R:1 method="wB97M-V/def2-TZVPD" homo_ev=-8.56 gap_ev=9.1 smiles=NC[C@H](N)CS.O total_charge=0 e_above_lowest_ev=2.095 total_energy_ha=-704.36125
N 1.272 -1.374 0.607 -0.824
C 0.059 -0.793 0.000 -0.227
C -0.672 0.341 0.843 -0.051
N -2.209 0.192 0.749 -0.873
C -0.390 1.851 0.223 -0.581
S 0.447 2.827 1.407 -0.009
H 1.999 -0.583 0.764 0.342
H 1.731 -1.910 -0.096 0.371
H -0.551 -1.580 0.043 0.181
H 0.090 -0.582 -1.132 0.150
H -0.359 0.171 1.922 0.217
H -2.615 -0.154 1.556 0.369
H -2.492 -0.160 -0.120 0.360
H -1.360 2.235 -0.040 0.233
H 0.115 1.942 -0.781 0.226
H -0.500 2.868 2.310 0.110
O 2.017 -1.725 -2.406 -0.914
H 1.772 -2.456 -2.846 0.457
H 1.648 -1.110 -3.001 0.462

***

# 5
19
Properties=species:S:1:pos:R:3:nbo_charge:R:1 method="wB97M-V/def2-TZVPD" homo_ev="-13.80 / -12.99" gap_ev="6.3 / 7.3" total_charge=+1 e_above_lowest_ev=2.053 s_squared=1.757 total_energy_ha=-704.03027 spin_multiplicity=2
N 1.016 0.145 -0.030 -0.887
C -0.228 -0.547 0.334 -0.061
C -0.021 -2.062 0.377 -0.626
S 2.819 -1.683 2.136 0.045
C -1.232 -0.136 -0.763 -0.299
N -1.572 1.234 -0.645 -0.275
H 1.348 -0.056 -0.979 0.374
H 0.991 -2.117 0.812 0.207
H 1.733 -0.273 0.586 0.397
H -0.512 -0.095 1.288 0.217
H -0.676 -2.673 0.999 0.249
H 0.134 -2.454 -0.631 0.222
H -2.101 -0.760 -0.955 0.268
H -0.608 -0.227 -1.680 0.278
H -0.835 1.900 -0.276 0.436
H -2.134 1.676 -1.369 0.404
H 0.881 1.931 0.209 0.512
H 0.576 3.434 0.632 0.508
O 0.421 2.764 -0.044 -0.967

***

# 6
18
Properties=species:S:1:pos:R:3:nbo_charge:R:1 method="wB97M-V/def2-TZVPD" homo_ev=-14.90 gap_ev=12.0 smiles="C[NH+]=P(C)(C)N" total_charge=+1 e_above_lowest_ev=0.050 total_energy_ha=-572.13444
C 2.294 -0.286 -0.246 -0.412
N 0.856 -0.773 -0.444 -0.997
P -0.379 0.010 0.156 1.947
C -1.692 -1.121 -0.363 -1.004
C -0.720 1.728 -0.616 -0.984
N -0.385 0.107 1.789 -1.164
H 2.283 0.803 -0.455 0.218
H 2.508 -0.561 0.762 0.209
H 3.012 -0.781 -0.980 0.251
H 0.588 -1.665 -0.867 0.446
H -1.312 -2.126 0.066 0.257
H -1.969 -1.263 -1.433 0.286
H -2.493 -0.879 0.302 0.263
H -0.565 1.661 -1.667 0.268
H 0.147 2.449 -0.374 0.268
H -1.588 2.358 -0.222 0.291
H 0.312 -0.394 2.336 0.439
H -0.896 0.733 2.257 0.417

***

# 7
18
Properties=species:S:1:pos:R:3:nbo_charge:R:1 method="wB97M-V/def2-TZVPD" homo_ev=-8.99 gap_ev=8.3 total_charge=0 e_above_lowest_ev=2.341 total_energy_ha=-629.09346
C 3.062 -1.228 1.085 -0.745
S 1.495 -0.370 1.381 -0.051
H 3.807 -0.566 0.647 0.216
H 3.419 -1.541 2.073 0.220
H 2.932 -2.120 0.475 0.216
N 0.094 1.838 -0.614 -0.837
C -1.270 1.275 -0.672 -0.233
C -1.463 -0.130 -0.130 -0.229
N -2.800 -0.608 -0.538 -0.832
H 0.653 1.421 0.151 0.368
H 1.456 -0.139 -0.476 0.128
H 0.600 1.619 -1.463 0.349
H -1.978 1.995 -0.248 0.179
H -1.552 1.154 -1.724 0.197
H -0.734 -0.768 -0.635 0.184
H -1.278 -0.205 0.947 0.170
H -2.912 -1.556 -0.188 0.354
H -3.532 -0.072 -0.069 0.348

***

# 8
18
Properties=species:S:1:pos:R:3:nbo_charge:R:1 method="wB97M-V/def2-TZVPD" homo_ev=-9.06 gap_ev=10.0 smiles=CCS.NCN total_charge=0 e_above_lowest_ev=0.284 total_energy_ha=-629.16908
C 1.221 -1.794 0.330 -0.637
C -0.273 -1.704 0.540 -0.500
S -0.868 -3.084 1.604 -0.067
H 1.544 -1.201 -0.529 0.223
H 1.582 -2.792 0.212 0.226
H 1.767 -1.342 1.163 0.207
H -0.677 -0.793 0.973 0.214
H -0.848 -1.899 -0.360 0.217
H -0.039 -2.949 2.649 0.115
N -1.291 2.649 -0.600 -0.877
C -0.380 1.631 -1.123 -0.055
N 0.871 1.603 -0.416 -0.862
H -2.127 2.339 -0.138 0.368
H -1.471 3.361 -1.286 0.364
H -0.872 0.656 -1.137 0.170
H -0.211 1.881 -2.170 0.164
H 1.048 0.917 0.296 0.362
H 1.022 2.520 -0.008 0.368

***

# 9
18
Properties=species:S:1:pos:R:3:nbo_charge:R:1 method="wB97M-V/def2-TZVPD" homo_ev=-8.48 gap_ev=9.6 smiles=CSC.NCN total_charge=0 e_above_lowest_ev=0.497 total_energy_ha=-629.16124
C -1.738 0.173 -5.828 -0.741
S -3.236 0.897 -5.110 0.170
C -3.900 -0.350 -3.999 -0.746
H -1.878 0.196 -6.902 0.221
H -0.826 0.671 -5.574 0.217
H -1.653 -0.865 -5.495 0.220
H -3.135 -0.884 -3.429 0.216
H -4.527 -1.063 -4.513 0.211
H -4.470 0.207 -3.263 0.231
N 1.984 -0.833 5.153 -0.858
C 3.088 0.125 5.420 -0.052
N 3.246 1.225 4.515 -0.851
H 1.474 -0.597 4.308 0.351
H 2.399 -1.730 4.920 0.350
H 4.027 -0.413 5.347 0.167
H 3.007 0.427 6.461 0.171
H 2.430 1.792 4.343 0.359
H 3.707 1.021 3.644 0.362

***

# 10
18
Properties=species:S:1:pos:R:3:nbo_charge:R:1 method="wB97M-V/def2-TZVPD" homo_ev=-8.74 gap_ev=9.6 smiles=CSC.NCN total_charge=0 e_above_lowest_ev=0.325 total_energy_ha=-629.16756
C -1.865 1.605 -1.090 -0.750
S -2.042 1.092 0.621 0.175
C -2.225 -0.698 0.284 -0.737
H -1.701 2.678 -1.109 0.234
H -2.753 1.457 -1.688 0.214
H -0.976 1.153 -1.521 0.209
H -1.986 -1.293 1.158 0.229
H -3.227 -0.818 -0.108 0.221
H -1.423 -0.988 -0.376 0.208
N 1.664 -1.270 1.291 -0.845
C 2.528 -0.243 0.735 -0.059
N 2.055 0.286 -0.555 -0.864
H 0.788 -0.933 1.661 0.356
H 1.500 -1.926 0.541 0.348
H 2.685 0.580 1.425 0.178
H 3.481 -0.737 0.605 0.174
H 2.447 -0.183 -1.361 0.360
H 1.050 0.236 -0.513 0.350

***

# 11
18
Properties=species:S:1:pos:R:3:nbo_charge:R:1 method="wB97M-V/def2-TZVPD" homo_ev="-13.62 / -13.59" gap_ev="10.7 / 6.0" total_charge=+1 e_above_lowest_ev=0.000 s_squared=0.753 total_energy_ha=-628.87596 spin_multiplicity=2
C 0.033 -2.055 1.053 -0.430
N 1.242 -1.413 0.463 -0.794
H 0.235 -3.072 1.379 0.230
H -0.297 -1.475 1.913 0.226
H -0.776 -2.075 0.312 0.200
H 1.844 -2.130 0.071 0.404
H 1.792 -0.960 1.185 0.413
H 0.756 -0.706 -0.680 0.236
C -0.821 1.445 0.035 -0.234
C -1.006 1.010 -1.419 -0.615
S 0.265 -0.090 -1.987 0.485
N 0.439 2.098 0.363 -0.809
H -0.935 0.578 0.677 0.193
H -1.625 2.120 0.283 0.232
H -1.028 1.843 -2.117 0.263
H -1.961 0.476 -1.553 0.284
H 0.603 2.920 -0.213 0.372
H 1.240 1.487 0.234 0.344

***

# 12
18
Properties=species:S:1:pos:R:3:nbo_charge:R:1 method="wB97M-V/def2-TZVPD" homo_ev=-9.16 gap_ev=9.9 smiles="[H]/N=[SiH]/N.CCC" total_charge=0 e_above_lowest_ev=3.341 total_energy_ha=-520.45035
H 5.045 -1.251 0.592 0.376
N 4.457 -1.809 -0.035 -1.386
Si 3.019 -2.075 0.608 1.731
N 2.065 -3.275 -0.121 -1.311
H 2.263 -1.430 1.599 -0.236
H 1.153 -3.827 -0.156 0.434
H 2.657 -3.689 -0.758 0.392
C -2.234 2.861 -0.219 -0.625
C -1.885 1.548 0.468 -0.397
C -1.539 0.384 -0.562 -0.581
H -1.496 3.590 -0.029 0.212
H -2.367 2.830 -1.309 0.208
H -3.161 3.222 0.209 0.215
H -1.066 1.537 1.138 0.200
H -2.738 1.009 1.000 0.192
H -0.668 0.740 -1.027 0.191
H -2.273 0.329 -1.250 0.191
H -1.231 -0.695 -0.149 0.194

***

# 13
18
Properties=species:S:1:pos:R:3:nbo_charge:R:1 method="wB97M-V/def2-TZVPD" homo_ev="-10.50 / -10.50" gap_ev="6.1 / 2.6" total_charge=+1 e_above_lowest_ev=0.958 s_squared=2.008 total_energy_ha=-285.33413 spin_multiplicity=3
C 2.980 -3.238 0.015 -0.491
C -4.829 -0.138 -0.349 -0.399
C 3.415 0.920 -0.174 0.778
N 2.444 1.159 0.668 -0.790
N 4.357 1.786 -0.419 -0.789
N -5.698 0.893 0.126 -0.852
H 3.541 -2.455 -0.456 0.141
H 3.016 -3.359 1.078 0.171
H 2.410 -3.923 -0.581 0.183
H -5.195 -0.504 -1.309 0.194
H -3.794 0.207 -0.498 0.142
H -4.816 -0.957 0.366 0.193
H 1.730 0.465 0.815 0.455
H 2.344 2.033 1.183 0.444
H 4.398 2.709 0.013 0.444
H 5.093 1.564 -1.068 0.455
H -5.828 1.674 -0.499 0.362
H -5.568 1.163 1.088 0.360